(1)
Here is a structure of composition C41H46ClN4O3P2S2Zr from the Open Molecules 2025 dataset. Energies are from ωB97M-V/def2-TZVPD.

ORCA input file:
```
! RIJCOSX wB97M-V def2-TZVPD def2/J DEFGRID3
* xyz 1 1
H -0.024 -1.280 -3.705
H 7.103 -1.777 5.654
C -3.413 1.724 1.722
H -5.392 0.756 -5.334
H -7.049 2.743 -1.080
H 1.460 1.118 -3.168
C -3.509 1.073 -1.014
H 1.211 -4.730 4.173
C -3.529 -1.092 0.838
H 2.198 -3.102 5.747
H -8.460 2.788 -3.117
H -3.151 -1.784 -1.203
H -3.639 -0.900 3.015
C 6.592 -1.366 3.618
C -1.070 -1.064 -3.498
N 1.424 1.172 2.269
H -1.623 -0.876 -4.417
C 5.127 -3.715 3.711
S 5.180 0.676 1.368
C -5.426 1.725 -2.058
O 1.257 -0.886 -1.408
C -1.485 2.099 -4.669
C 1.699 -2.757 4.853
C 1.613 -1.397 4.593
S 2.712 -1.087 0.701
C -5.775 1.189 -4.420
C 4.981 1.910 -2.370
C 2.627 -0.780 -1.166
H 4.620 -3.305 1.668
P -1.159 0.384 -2.407
H 3.164 -1.604 -1.639
H 0.778 0.785 -4.759
H 7.162 -0.445 3.584
C 0.689 0.431 3.021
C 2.567 1.701 -1.034
N 2.789 1.063 2.273
H -5.345 -0.856 -0.366
C 5.898 -1.787 2.485
C -5.048 -0.994 0.671
H -1.434 0.178 3.202
N -4.693 1.621 -0.923
C 5.162 -2.965 2.541
H -0.343 3.952 -3.170
C 0.812 1.510 -3.945
H -5.482 -1.936 1.014
H -0.678 1.190 4.418
H 0.101 3.014 -1.740
H -2.164 -1.711 2.435
H -1.606 3.275 -2.151
P -2.661 0.557 0.539
H 5.512 -1.500 0.382
H -2.903 2.685 1.660
H -7.646 1.781 -5.224
C -7.477 2.338 -3.141
O 1.375 1.584 -0.414
H -0.959 2.825 -5.294
C 3.134 2.951 -1.243
H 4.798 4.021 -2.076
C 5.821 -3.291 4.832
C 0.512 -3.245 2.804
C -0.600 1.837 -3.448
H 6.977 -0.720 0.959
C -0.609 3.085 -2.561
H -3.509 -3.053 -0.045
O -0.156 -1.425 1.403
C 4.427 0.660 -2.159
Zr 0.226 0.040 0.058
H -4.458 1.864 1.451
H -3.335 1.353 2.740
C 1.145 -3.670 3.965
C 5.949 -0.968 1.226
H 4.561 -4.635 3.739
C 3.477 0.307 1.523
C -4.949 1.175 -3.270
H 4.939 -0.227 -2.511
C -6.708 2.323 -2.016
H 2.042 -0.678 5.278
C -3.228 -1.574 2.261
H 5.798 -3.878 5.740
H -0.897 1.853 2.798
H -1.918 -2.300 -0.020
H 2.626 3.832 -0.875
C 4.344 3.053 -1.911
C 0.430 -1.887 2.535
H -2.448 2.528 -4.402
H -1.503 -1.927 -2.993
H -1.661 1.209 -5.271
C 6.555 -2.111 4.783
C 0.980 -0.961 3.440
C -0.675 0.942 3.352
C -2.981 -2.104 -0.172
C -2.960 0.692 -2.268
H 1.271 2.422 -4.335
Cl 6.496 2.043 -3.201
N -3.687 0.688 -3.357
H 0.095 -3.952 2.099
H -3.713 -2.542 2.402
C 3.220 0.550 -1.484
C -7.011 1.759 -4.350
H -5.488 -0.192 1.263
*
```

- ΔE to the lowest compared entry with this formula, charge and spin (kJ/mol) = 188.8

Here are the Löwdin charges for atoms 1 to 99, given in e: atom 1 (H): 0.05, atom 2 (H): 0.11, atom 3 (C): -0.25, atom 4 (H): 0.12, atom 5 (H): 0.12, atom 6 (H): 0.05, atom 7 (C): -0.42, atom 8 (H): 0.11, atom 9 (C): -0.68, atom 10 (H): 0.11, atom 11 (H): 0.11, atom 12 (H): 0.06, atom 13 (H): 0.08, atom 14 (C): -0.05, atom 15 (C): -0.22, atom 16 (N): 0.01, atom 17 (H): 0.05, atom 18 (C): -0.08, atom 19 (S): 0.98, atom 20 (C): -0.20, atom 21 (O): -0.43, atom 22 (C): -0.09, atom 23 (C): -0.08, atom 24 (C): -0.01, atom 25 (S): 1.04, atom 26 (C): 0.00, atom 27 (C): -0.67, atom 28 (C): -0.52, atom 29 (H): 0.10, atom 30 (P): 0.99, atom 31 (H): 0.13, atom 32 (H): 0.09, atom 33 (H): 0.11, atom 34 (C): -0.31, atom 35 (C): -0.36, atom 36 (N): 0.00, atom 37 (H): 0.08, atom 38 (C): -0.30, atom 39 (C): -0.08, atom 40 (H): 0.05, atom 41 (N): 0.14, atom 42 (C): -0.06, atom 43 (H): 0.10, atom 44 (C): -0.07, atom 45 (H): 0.10, atom 46 (H): 0.11, atom 47 (H): 0.05, atom 48 (H): 0.05, atom 49 (H): 0.08, atom 50 (P): 1.00, atom 51 (H): 0.07, atom 52 (H): 0.05, atom 53 (H): 0.11, atom 54 (C): -0.05, atom 55 (O): -0.32, atom 56 (H): 0.10, atom 57 (C): 0.01, atom 58 (H): 0.11, atom 59 (C): -0.09, atom 60 (C): 0.00, atom 61 (C): -0.68, atom 62 (H): 0.09, atom 63 (C): -0.08, atom 64 (H): 0.10, atom 65 (O): -0.39, atom 66 (C): -0.06, atom 67 (Zr): 1.59, atom 68 (H): 0.04, atom 69 (H): 0.04, atom 70 (C): -0.07, atom 71 (C): -0.42, atom 72 (H): 0.10, atom 73 (C): -0.85, atom 74 (C): -0.20, atom 75 (H): 0.12, atom 76 (C): 0.00, atom 77 (H): 0.13, atom 78 (C): -0.08, atom 79 (H): 0.10, atom 80 (H): 0.08, atom 81 (H): 0.06, atom 82 (H): 0.13, atom 83 (C): -0.08, atom 84 (C): -0.39, atom 85 (H): 0.07, atom 86 (H): 0.04, atom 87 (H): 0.08, atom 88 (C): -0.07, atom 89 (C): -0.15, atom 90 (C): -0.02, atom 91 (C): -0.09, atom 92 (C): -0.42, atom 93 (H): 0.10, atom 94 (Cl): 0.69, atom 95 (N): 0.15, atom 96 (H): 0.12, atom 97 (H): 0.10, atom 98 (C): -0.23, atom 99 (C): -0.05

(2)
Here is a structure of composition C41H46CoN3P from the Open Molecules 2025 dataset. Energies are from ωB97M-V/def2-TZVPD.

ORCA input file:
```
! RIJCOSX wB97M-V def2-TZVPD def2/J DEFGRID3
* xyz -1 5
H -3.700 0.210 -0.738
C 3.141 -0.740 1.250
C 3.902 0.244 3.333
C -0.955 3.137 2.904
H 0.132 3.305 2.902
C 3.549 3.319 2.074
C 2.617 -1.299 -1.472
H -1.433 3.987 2.400
C 4.320 2.235 0.069
C -2.313 1.654 1.221
H 0.098 -5.670 -0.610
C 0.561 2.634 0.193
P 1.724 -1.044 0.116
H 3.322 -2.143 -1.397
C 1.107 -5.525 1.291
C 0.310 3.025 -2.357
H -0.726 2.582 -4.241
H 5.098 1.776 -0.540
H 2.284 -2.644 2.668
H -6.174 -1.785 -4.340
H -3.278 2.963 -2.515
C -1.482 -0.431 1.838
H 4.548 -2.083 0.289
H -0.479 0.152 4.699
H 2.095 -5.039 3.144
H 3.700 0.878 4.194
H 6.315 -1.728 1.973
H 0.759 1.179 3.941
H -1.629 -2.435 1.111
H 0.027 3.528 0.552
C 1.999 2.737 0.483
C 1.446 -2.798 0.645
C -1.284 1.858 2.207
N -1.111 1.336 -2.526
C 2.946 0.142 2.322
C -1.901 -0.898 -3.060
H -3.647 2.408 -0.280
Co -0.567 0.956 0.612
H 5.903 -0.283 3.966
H 0.720 -0.561 3.597
H 0.931 3.890 -2.465
C -3.374 1.007 -3.453
H -4.747 2.626 -3.454
H 5.614 2.818 1.713
H 2.051 0.769 2.324
H 3.164 -0.381 -1.726
C -0.506 2.392 -3.213
H -3.229 2.991 -4.294
C -3.424 -0.431 0.109
N 2.276 3.306 1.668
H -2.703 3.661 0.565
C -2.408 0.238 0.968
H 0.995 -6.585 1.530
C 0.619 -5.017 0.084
H -0.398 -2.203 2.358
H -5.323 0.496 -4.202
C 5.123 -0.421 3.209
H -0.521 -1.438 -1.528
C -0.575 -1.419 -2.629
C 0.797 -3.672 -0.247
C -4.135 -1.272 -3.908
C 0.098 0.322 3.773
C -4.358 0.108 -3.883
N 0.232 2.325 -1.162
C 1.720 -4.658 2.195
H -4.988 -2.513 -5.443
H -1.311 3.107 3.948
H 0.239 -0.792 -3.004
C -2.902 -1.763 -3.492
C -3.659 2.476 -3.422
H 3.738 3.741 3.064
C -3.231 2.705 0.693
C -5.177 -2.230 -4.398
H -5.158 -3.151 -3.803
H -4.077 2.877 1.383
H 0.440 -3.314 -1.213
H 2.717 1.863 -1.360
C 4.363 -1.416 1.129
C -0.793 0.569 2.608
H -3.023 -1.368 -0.299
C 4.603 2.799 1.310
C -0.596 1.246 -1.283
H -4.342 -0.668 0.673
C -1.403 -1.903 2.043
C 1.845 -3.298 1.907
H -0.444 -2.443 -3.002
H 1.900 -1.519 -2.271
C -2.142 0.481 -3.040
C 3.001 2.246 -0.382
H -2.703 -2.839 -3.502
H -2.114 -2.246 2.814
C 5.352 -1.234 2.094
*
```

- DFT total energy (eV) = -94646.5890

Löwdin atomic charges, in units of e: atom 1 (H): 0.06, atom 2 (C): -0.38, atom 3 (C): -0.08, atom 4 (C): -0.04, atom 5 (H): 0.06, atom 6 (C): -0.26, atom 7 (C): -0.25, atom 8 (H): 0.07, atom 9 (C): -0.20, atom 10 (C): -0.29, atom 11 (H): 0.09, atom 12 (C): -0.20, atom 13 (P): 1.06, atom 14 (H): 0.04, atom 15 (C): -0.11, atom 16 (C): -0.03, atom 17 (H): 0.11, atom 18 (H): 0.07, atom 19 (H): 0.11, atom 20 (H): 0.07, atom 21 (H): 0.07, atom 22 (C): -0.28, atom 23 (H): 0.09, atom 24 (H): 0.09, atom 25 (H): 0.10, atom 26 (H): 0.10, atom 27 (H): 0.09, atom 28 (H): 0.08, atom 29 (H): 0.07, atom 30 (H): 0.10, atom 31 (C): -0.35, atom 32 (C): -0.36, atom 33 (C): -0.31, atom 34 (N): -0.01, atom 35 (C): -0.12, atom 36 (C): -0.20, atom 37 (H): 0.06, atom 38 (Co): 0.51, atom 39 (H): 0.10, atom 40 (H): 0.06, atom 41 (H): 0.12, atom 42 (C): -0.20, atom 43 (H): 0.08, atom 44 (H): 0.08, atom 45 (H): 0.07, atom 46 (H): 0.04, atom 47 (C): -0.06, atom 48 (H): 0.08, atom 49 (C): -0.02, atom 50 (N): 0.02, atom 51 (H): 0.08, atom 52 (C): -0.30, atom 53 (H): 0.09, atom 54 (C): -0.10, atom 55 (H): 0.05, atom 56 (H): 0.11, atom 57 (C): -0.09, atom 58 (H): 0.05, atom 59 (C): -0.06, atom 60 (C): -0.11, atom 61 (C): -0.28, atom 62 (C): -0.04, atom 63 (C): -0.01, atom 64 (N): -0.08, atom 65 (C): -0.09, atom 66 (H): 0.08, atom 67 (H): 0.08, atom 68 (H): 0.08, atom 69 (C): -0.01, atom 70 (C): -0.04, atom 71 (H): 0.06, atom 72 (C): -0.03, atom 73 (C): -0.06, atom 74 (H): 0.08, atom 75 (H): 0.09, atom 76 (H): 0.07, atom 77 (H): 0.06, atom 78 (C): -0.10, atom 79 (C): -0.28, atom 80 (H): 0.07, atom 81 (C): -0.17, atom 82 (C): -0.11, atom 83 (H): 0.09, atom 84 (C): -0.03, atom 85 (C): -0.10, atom 86 (H): 0.08, atom 87 (H): 0.00, atom 88 (C): -0.13, atom 89 (C): -0.13, atom 90 (H): 0.12, atom 91 (H): 0.09, atom 92 (C): -0.10

(3)
Here is a structure of composition C41H46N12O4Zr from the Open Molecules 2025 dataset. Energies are from ωB97M-V/def2-TZVPD.

ORCA input file:
```
! RIJCOSX wB97M-V def2-TZVPD def2/J DEFGRID3
* xyz 4 1
H -2.644 -1.839 3.156
H -5.162 -2.647 -2.981
H 5.248 0.105 -1.593
C -1.626 0.159 4.378
C -0.718 1.174 -3.461
H 0.500 -0.870 5.664
C -2.505 3.742 -2.998
N 1.470 -1.734 -1.885
N 1.523 -4.579 1.007
H -1.966 3.938 -4.962
C 4.872 0.407 1.259
C 4.946 -4.420 -1.337
C -3.528 -1.287 0.185
C 1.859 -1.161 4.028
N 3.498 0.849 1.003
H 2.994 -1.362 2.228
C 3.714 -5.467 0.486
C -5.497 -1.973 -0.968
H 5.598 1.179 1.005
H -1.719 0.151 5.458
N -1.737 3.380 -0.628
H 1.617 1.445 -2.271
H -0.663 2.015 -5.362
C -2.602 0.387 2.129
C 2.685 -4.552 0.267
H 4.436 1.603 -1.106
C 0.314 0.148 -3.395
H -3.406 4.265 1.095
C -1.094 2.080 -4.370
C 4.321 0.670 -1.647
C -4.895 -1.540 0.201
C 1.666 -2.733 -0.900
H 4.026 -2.783 -2.345
H -3.280 1.114 1.687
C -2.661 4.318 1.884
H -0.384 4.191 3.089
H 5.835 -4.410 -1.953
H -3.153 4.127 2.838
C -2.684 1.535 -1.927
H 3.631 -6.224 1.257
N 1.411 -0.120 0.464
H -2.229 5.318 1.917
C 0.518 -3.742 0.798
H 0.825 -0.127 -4.316
Zr -0.382 -0.557 -1.064
C 2.081 -0.980 2.671
H 2.908 1.505 2.942
C -3.358 -1.962 -2.005
H 1.133 -2.124 -2.768
C -1.172 0.495 1.556
N -1.261 1.215 -2.123
C 3.020 1.878 1.923
H -3.259 1.261 -2.810
C -2.696 -1.008 1.422
C 2.782 -3.561 -0.748
C -2.739 3.022 -1.686
N 3.179 -0.107 -1.093
H -0.631 4.996 0.148
C -4.709 -2.228 -2.092
H -3.467 -3.068 -4.311
C -1.475 2.646 0.523
C -1.357 4.803 -0.637
C -0.699 3.184 2.812
C -1.914 3.274 -4.107
O -2.529 -2.938 -4.106
H 2.073 2.274 1.567
N -2.794 -1.440 -0.908
C 1.168 -0.283 1.880
H 5.096 -0.501 0.707
H 4.964 0.188 2.326
H -2.212 5.467 -0.505
N -1.632 3.291 1.694
H -3.734 3.307 -1.328
H -5.466 -1.428 1.113
C -0.288 -0.106 3.818
H 2.852 -0.641 -3.044
C 3.947 -3.516 -1.553
C -2.288 -2.350 -2.972
C -2.704 0.372 3.620
C 0.685 -0.709 4.609
C 4.828 -5.392 -0.314
C 2.665 0.212 0.157
H 0.176 2.615 2.518
C 2.275 -0.507 -2.128
H -0.778 1.972 -1.632
H 2.599 -1.670 4.632
H -0.896 5.028 -1.596
N 0.567 -2.826 -0.155
H -6.561 -2.169 -0.997
H 5.634 -6.101 -0.168
H -3.672 0.548 4.072
H 3.753 2.685 1.924
H 4.124 0.911 -2.690
O -2.815 -2.093 2.231
O -1.124 -2.144 -2.639
O -1.327 -0.843 0.909
H -2.964 4.720 -3.074
H -3.068 0.991 -1.069
N -1.001 1.393 0.456
N 1.226 0.501 -2.299
H -1.163 2.722 3.682
H -0.361 -3.819 1.426
H 1.429 -5.282 1.736
C -0.024 0.151 2.469
*
```

- ΔE to the lowest compared entry with this formula, charge and spin (kJ/mol) = 351.6

Here are the Löwdin charges for atoms 1 to 99, given in e: atom 1 (H): 0.13, atom 2 (H): 0.14, atom 3 (H): 0.10, atom 4 (C): 0.00, atom 5 (C): -0.28, atom 6 (H): 0.14, atom 7 (C): -0.04, atom 8 (N): 0.00, atom 9 (N): 0.21, atom 10 (H): 0.12, atom 11 (C): -0.02, atom 12 (C): 0.01, atom 13 (C): -0.14, atom 14 (C): -0.02, atom 15 (N): -0.15, atom 16 (H): 0.12, atom 17 (C): 0.04, atom 18 (C): 0.04, atom 19 (H): 0.11, atom 20 (H): 0.14, atom 21 (N): -0.07, atom 22 (H): 0.17, atom 23 (H): 0.13, atom 24 (C): -0.06, atom 25 (C): -0.11, atom 26 (H): 0.11, atom 27 (C): -0.17, atom 28 (H): 0.10, atom 29 (C): 0.01, atom 30 (C): 0.02, atom 31 (C): 0.07, atom 32 (C): -0.21, atom 33 (H): 0.13, atom 34 (H): 0.16, atom 35 (C): -0.01, atom 36 (H): 0.12, atom 37 (H): 0.14, atom 38 (H): 0.11, atom 39 (C): -0.12, atom 40 (H): 0.14, atom 41 (N): 0.06, atom 42 (H): 0.11, atom 43 (C): -0.02, atom 44 (H): 0.13, atom 45 (Zr): 1.96, atom 46 (C): -0.03, atom 47 (H): 0.10, atom 48 (C): -0.15, atom 49 (H): 0.15, atom 50 (C): -0.34, atom 51 (N): -0.14, atom 52 (C): 0.00, atom 53 (H): 0.15, atom 54 (C): -0.38, atom 55 (C): -0.05, atom 56 (C): -0.23, atom 57 (N): -0.01, atom 58 (H): 0.11, atom 59 (C): 0.07, atom 60 (H): 0.15, atom 61 (C): -0.32, atom 62 (C): -0.01, atom 63 (C): 0.01, atom 64 (C): -0.04, atom 65 (O): 0.24, atom 66 (H): 0.08, atom 67 (N): 0.10, atom 68 (C): -0.22, atom 69 (H): 0.09, atom 70 (H): 0.11, atom 71 (H): 0.10, atom 72 (N): -0.11, atom 73 (H): 0.16, atom 74 (H): 0.15, atom 75 (C): -0.14, atom 76 (H): 0.16, atom 77 (C): 0.03, atom 78 (C): -0.40, atom 79 (C): -0.01, atom 80 (C): 0.02, atom 81 (C): 0.04, atom 82 (C): -0.33, atom 83 (H): 0.07, atom 84 (C): -0.32, atom 85 (H): 0.11, atom 86 (H): 0.13, atom 87 (H): 0.10, atom 88 (N): 0.12, atom 89 (H): 0.14, atom 90 (H): 0.15, atom 91 (H): 0.14, atom 92 (H): 0.12, atom 93 (H): 0.10, atom 94 (O): 0.13, atom 95 (O): -0.05, atom 96 (O): -0.20, atom 97 (H): 0.13, atom 98 (H): 0.10, atom 99 (N): 0.10

The records above yield max |F| values of 0.59; 4.71; 1.30 eV/Å, respectively.